{
  "formula": "C39H44BCl5N6OS4Zn",
  "method": "the ωB97M-V functional and the def2-TZVPD basis",
  "de_lowest_kj_mol": 35.6,
  "homo_lumo_gap_ev": 7.58,
  "multiplicity": 1,
  "charge": 0,
  "symbols": ["Zn", "C", "C", "C", "C", "N", "C", "C", "N", "B", "N", "C", "C", "N", "C", "S", "C", "C", "C", "C", "N", "C", "C", "N", "C", "S", "C", "C", "C", "C", "C", "S", "H", "H", "H", "H", "H", "H", "H", "H", "H", "H", "H", "H", "H", "H", "H", "H", "H", "H", "H", "H", "H", "H", "H", "H", "H", "H", "H", "H", "H", "H", "H", "H", "H", "H", "Cl", "C", "C", "C", "Cl", "C", "Cl", "C", "Cl", "C", "Cl", "O", "S", "C", "C", "C", "C", "C", "C", "C", "C", "C", "C", "C", "C", "H", "H", "H", "H", "H", "H", "H", "H", "H", "H"],
  "xyz": [[0.6243, 0.1314, 0.0455], [0.0014, -1.7295, 4.2030], [-1.5110, -1.9481, 4.1855], [-1.8088, -3.2131, 4.9898], [-2.2580, -0.7765, 4.8254], [-1.9957, -2.1366, 2.7841], [-2.6793, -3.2646, 2.3528], [-3.0098, -3.0640, 1.0682], [-2.5452, -1.8230, 0.6929], [-2.8364, -1.3256, -0.7439], [-3.0092, 0.2192, -0.7850], [-4.1884, 0.7434, -0.3006], [-4.1628, 2.0679, -0.4862], [-2.9599, 2.3800, -1.1114], [-2.2417, 1.2243, -1.2685], [-0.6532, 1.0479, -1.8990], [-2.6611, 3.8154, -1.4111], [-3.8651, 4.4052, -2.1586], [-2.4569, 4.5308, -0.0716], [-1.4375, 4.0310, -2.2942], [-1.8539, -1.8549, -1.8128], [-2.2708, -1.8864, -3.1285], [-1.2635, -2.3626, -3.8697], [-0.2019, -2.6379, -3.0124], [-0.5909, -2.3411, -1.7355], [0.3062, -2.4686, -0.2871], [1.0549, -3.2196, -3.5868], [0.7170, -4.6178, -4.1133], [2.2068, -3.3337, -2.5961], [1.5093, -2.3070, -4.7317], [-1.9180, -1.2544, 1.7438], [-1.1646, 0.2940, 1.7650], [0.3505, -1.7262, 5.2378], [0.2685, -0.7838, 3.7393], [0.5046, -2.5368, 3.6672], [-1.4384, -3.0608, 6.0026], [-1.2958, -4.0811, 4.5716], [-2.8787, -3.4168, 5.0536], [-1.9130, -0.6473, 5.8532], [-3.3321, -0.9745, 4.8416], [-2.0770, 0.1460, 4.2775], [-2.8632, -4.1174, 2.9755], [-3.5319, -3.7044, 0.3782], [-3.9190, -1.7828, -1.0297], [-4.9412, 0.1191, 0.1498], [-4.8933, 2.8106, -0.2274], [-4.7707, 4.4181, -1.5538], [-4.0619, 3.8377, -3.0697], [-3.6374, 5.4348, -2.4361], [-3.3592, 4.4959, 0.5406], [-2.2001, 5.5774, -0.2456], [-1.6486, 4.0566, 0.4878], [-1.5264, 3.4939, -3.2375], [-0.5202, 3.7120, -1.8112], [-1.3717, 5.1004, -2.5049], [-3.2457, -1.5346, -3.4211], [-1.2085, -2.5151, -4.9311], [0.3793, -5.2586, -3.2963], [1.6067, -5.0650, -4.5600], [-0.0663, -4.5819, -4.8716], [1.9651, -3.9780, -1.7562], [2.4975, -2.3585, -2.2040], [3.0570, -3.7590, -3.1348], [0.8175, -2.3221, -5.5746], [2.4825, -2.6440, -5.0912], [1.6101, -1.2788, -4.3799], [2.5066, 0.9974, -2.7349], [3.3169, 0.1063, -1.4818], [2.6339, -0.1590, -0.3034], [3.3726, -0.7953, 0.6891], [2.5843, -1.1022, 2.2069], [4.7007, -1.1787, 0.5330], [5.5604, -1.9489, 1.8145], [5.3370, -0.9248, -0.6804], [6.9759, -1.4029, -0.9157], [4.6422, -0.2744, -1.6956], [5.4288, 0.0556, -3.1949], [1.1175, 2.1316, 0.8750], [1.4483, 3.5660, 0.6419], [3.2417, 3.6388, 0.6065], [3.9638, 2.6169, 1.1974], [5.3478, 2.6307, 1.1029], [5.9883, 3.6629, 0.4284], [5.2500, 4.6861, -0.1538], [3.8650, 4.6720, -0.0762], [1.1820, 4.3654, 2.2273], [1.0480, 5.7444, 2.2749], [0.8158, 6.3556, 3.4984], [0.7010, 5.5826, 4.6467], [0.8190, 4.1996, 4.5780], [1.0579, 3.5800, 3.3602], [3.4443, 1.8153, 1.7072], [5.9226, 1.8275, 1.5488], [7.0682, 3.6649, 0.3457], [5.7524, 5.4846, -0.6847], [3.2762, 5.4476, -0.5556], [1.1270, 6.3323, 1.3660], [0.7136, 7.4320, 3.5542], [0.5067, 6.0605, 5.5988], [0.7199, 3.6016, 5.4750], [1.1311, 2.5009, 3.2761]],
  "forces_ev_per_angstrom": [[-0.4, -0.2, -0.4], [0.0, 0.0, -0.1], [0.0, 0.0, 0.1], [0.0, 0.0, -0.1], [0.0, 0.0, -0.1], [0.0, 0.0, 0.0], [0.1, 0.0, 0.1], [0.0, 0.1, -0.1], [-0.1, 0.1, 0.1], [0.2, 0.0, 0.0], [0.0, 0.1, -0.2], [0.1, -0.1, 0.1], [0.1, 0.1, -0.1], [-0.1, 0.0, 0.0], [-0.3, 0.0, 0.3], [0.1, -0.1, 0.1], [0.0, 0.1, 0.0], [0.0, -0.1, 0.0], [0.0, -0.1, 0.0], [0.1, -0.1, 0.0], [-0.1, -0.2, 0.0], [0.0, 0.1, 0.1], [0.1, 0.0, 0.0], [-0.1, -0.1, -0.1], [0.0, 0.3, -0.2], [0.0, 0.0, 0.0], [0.0, -0.1, 0.0], [0.0, 0.0, 0.1], [0.0, 0.1, 0.1], [0.0, 0.0, 0.0], [0.0, -0.3, 0.0], [0.3, 0.0, -0.1], [0.0, 0.0, 0.0], [0.0, 0.0, 0.0], [0.0, 0.0, 0.0], [0.0, 0.0, 0.0], [0.0, 0.0, 0.0], [0.0, 0.0, 0.0], [0.0, 0.0, 0.0], [0.0, 0.0, 0.0], [0.0, 0.0, 0.0], [0.0, 0.0, 0.0], [0.0, 0.1, 0.0], [0.0, 0.0, 0.0], [0.0, 0.0, -0.1], [0.0, 0.0, 0.0], [0.0, 0.0, 0.0], [0.0, 0.0, 0.0], [0.0, 0.0, 0.0], [0.0, 0.0, 0.0], [0.0, 0.0, 0.0], [0.0, 0.0, 0.0], [0.0, 0.0, 0.0], [0.0, 0.0, 0.0], [0.0, 0.0, 0.0], [0.0, -0.1, 0.0], [0.0, 0.0, 0.0], [0.0, 0.0, 0.0], [0.0, 0.0, 0.0], [0.0, 0.0, 0.0], [0.0, 0.0, 0.0], [0.0, -0.1, 0.0], [0.0, 0.0, 0.0], [0.0, 0.0, 0.0], [0.0, 0.0, 0.0], [0.0, 0.0, 0.0], [-0.1, 0.0, -0.1], [0.1, 0.0, 0.3], [0.0, 0.0, 0.1], [0.1, 0.1, -0.4], [0.0, 0.0, 0.1], [-0.1, 0.0, 0.1], [0.0, 0.0, 0.0], [0.0, 0.0, 0.0], [0.0, 0.0, 0.0], [0.0, 0.1, 0.0], [0.0, 0.0, 0.0], [-0.1, 0.1, 0.3], [0.2, 0.2, -0.1], [-0.1, 0.1, -0.1], [0.0, -0.1, 0.1], [0.0, 0.0, 0.0], [0.0, 0.0, 0.0], [0.0, 0.0, 0.0], [-0.1, 0.0, 0.0], [-0.1, 0.0, -0.1], [0.1, 0.0, 0.0], [0.0, 0.0, 0.0], [0.0, 0.0, 0.0], [0.0, 0.1, 0.0], [0.0, -0.1, 0.0], [0.0, 0.0, 0.0], [0.0, 0.0, 0.0], [0.0, 0.0, 0.0], [0.0, 0.0, 0.0], [0.0, 0.0, 0.0], [0.0, 0.0, 0.0], [0.0, 0.0, 0.0], [0.0, 0.0, 0.0], [0.0, 0.0, 0.0], [0.0, 0.0, 0.0]],
  "mulliken_charge": [1.5690, -1.0558, 1.3018, -2.2809, -1.5701, 0.6045, -0.3453, -1.3380, 0.0460, 0.7873, 0.2831, -1.3867, -0.2918, 0.6091, -0.3265, -0.3159, 1.4438, -1.7953, -1.4601, -1.9921, -0.1723, -1.3678, -0.3216, 0.7294, 0.1536, -0.4160, 1.4308, -1.7117, -2.3327, -1.5362, -0.3807, -0.1068, 0.4730, -0.1581, 0.4282, 0.4652, 0.4731, 0.5050, 0.4573, 0.4026, 0.2627, 0.5286, 0.6205, -0.2674, 0.6082, 0.5084, 0.4044, 0.3943, 0.4726, 0.3672, 0.4736, 0.2703, 0.4140, 0.2627, 0.5741, 0.6165, 0.5370, 0.3683, 0.4392, 0.3726, 0.4040, 0.5651, 0.6075, 0.4081, 0.4616, 0.2469, -0.2104, 1.3143, -1.9890, 1.4484, -0.2032, -0.2681, -0.2058, 0.3547, -0.2136, 0.1834, -0.2047, -0.3682, -0.1815, 0.4632, -0.3178, -0.6008, -0.6319, -0.5816, -0.3767, 0.6200, -0.3505, -0.6620, -0.5036, -0.8103, -0.1157, 0.2927, 0.4672, 0.4170, 0.4167, 0.4213, 0.3859, 0.4250, 0.3877, 0.4480, 0.3284]
}

{
  "formula": "C4H5NO2",
  "method": "the ωB97M-V functional and the def2-TZVPD basis",
  "de_lowest_kj_mol": 304.8,
  "homo_lumo_gap_ev": [7.69, 7.51],
  "multiplicity": 1,
  "charge": 0,
  "symbols": ["O", "C", "C", "C", "N", "C", "O", "H", "H", "H", "H", "H"],
  "xyz": [[-0.8901, -1.8414, -2.0972], [-0.6445, -0.9215, -1.3728], [0.0499, -0.9377, -0.0315], [0.9556, 0.7579, 1.3812], [0.3164, 0.4766, 0.2465], [-0.4174, 1.1761, -0.6157], [-0.9918, 0.3647, -1.6012], [-0.6831, -1.2104, 0.7344], [0.9143, -1.5931, 0.0464], [1.6949, 0.0417, 1.7081], [0.6406, 1.6037, 1.9673], [-0.9449, 2.0834, -0.3655]],
  "forces_ev_per_angstrom": [[0.1, 0.5, 0.2], [-0.1, -0.5, -0.1], [0.0, -0.2, 0.0], [0.0, 0.2, 0.3], [-0.3, -0.2, 0.0], [-0.2, 0.1, 0.2], [-0.2, 0.0, 0.0], [0.1, -0.3, -0.2], [0.0, 0.1, -0.2], [-0.3, 0.0, 0.2], [0.4, 0.3, -0.1], [0.3, 0.1, -0.2]],
  "nbo_charge": [-0.5347, 0.7669, -0.3326, -0.3943, -0.2703, 0.1530, -0.4626, 0.2474, 0.2481, 0.1904, 0.1940, 0.1946]
}